[1]
An isolated molecule of C3H6N2S4 at a distorted geometry, computed with ωB97M-V/def2-TZVPD.

Last column: Mulliken charge in e.
Atoms and positions in Å:
S  -3.741  -1.390  0.244  -0.20
C  1.080  0.767  -0.334  -0.56
C  -0.276  1.382  -0.368  -0.73
H  1.795  1.374  -0.814  0.34
H  1.198  0.624  0.711  0.40
S  -2.889  0.401  0.165  -0.07
H  -0.382  2.080  0.442  0.35
H  -4.180  -1.682  1.534  0.17
S  2.055  -1.617  -0.836  -0.01
N  0.947  -0.541  -0.882  -0.02
H  3.863  -0.832  0.978  0.16
C  -1.183  0.110  -0.221  0.60
H  -0.472  2.002  -1.275  0.30
N  -0.634  -0.993  -0.405  -0.46
S  2.820  -1.686  1.062  -0.25

Atomic forces in eV per Å
-1.10 -1.84 -0.01
-1.40 -0.26 0.54
-1.39 0.26 -1.17
1.14 0.41 -0.43
1.29 0.14 1.23
0.45 1.07 0.35
-0.30 0.15 0.57
0.87 0.87 -0.60
2.24 -2.13 -0.48
-4.83 0.98 -0.42
-0.22 -0.01 -0.22
0.47 1.75 0.14
-0.18 -0.86 0.29
2.71 -0.21 -0.71
0.25 -0.31 0.93

Results
SMILES string	SSC1=NN(SS)CC1
spin multiplicity	1
ΔE to the lowest compared entry with this formula, charge and spin	0.0	kJ/mol
max |F|	0.096	hartree/bohr
gap between HOMO and LUMO	9.040	eV



[2]
The ion C3H6N3 with charge +1 at a distorted geometry, computed with ωB97M-V/def2-TZVPD.

Last column: Mulliken charge in e.
Atoms and positions in Å:
H  -0.859  -0.200  2.287  0.24
H  -1.734  -0.615  -0.600  0.29
N  -0.800  -0.778  1.511  -0.91
H  -0.657  0.368  -2.507  0.41
C  1.052  0.779  -0.981  -0.71
H  1.699  0.640  1.243  0.43
H  -0.554  -1.732  1.717  0.27
N  -0.772  -0.241  -0.595  -0.06
C  -0.129  0.470  -1.543  -0.05
C  0.996  0.429  0.391  0.05
H  1.882  1.105  -1.482  0.46
N  -0.126  -0.225  0.559  0.59

Atomic forces in eV per Å
-0.34 0.98 1.92
0.85 0.34 0.10
-1.54 -2.33 2.46
1.13 0.83 0.26
0.44 0.46 1.79
-0.82 -0.49 -1.22
0.29 -0.20 0.15
-2.18 0.36 -1.27
-2.19 -2.79 -0.46
2.14 0.73 0.14
1.81 1.30 -0.88
0.41 0.81 -2.99

Results
SMILES string	N[n+]1ccc[nH]1
spin multiplicity	1
ΔE to the lowest compared entry with this formula, charge and spin	160.4	kJ/mol
net charge	+1
max |F|	0.072	hartree/bohr
gap between HOMO and LUMO	11.215	eV



[3]
The ion C3H6N3 with charge +1 at a distorted geometry, computed with ωB97M-V/def2-TZVPD.

Last column: Mulliken charge in e.
Atoms and positions in Å:
H  -2.851  2.045  0.257  0.40
N  0.530  0.299  0.062  -0.50
H  2.339  0.397  -1.068  0.30
H  2.490  -0.199  0.622  0.34
C  -1.286  -1.071  -0.116  -0.20
N  0.057  -0.875  -0.174  0.30
C  1.949  0.480  0.097  -0.71
H  2.207  1.539  0.528  0.26
N  -1.967  0.006  0.137  0.00
H  -1.759  -2.011  -0.091  0.40
C  -2.380  1.060  0.101  0.09
H  0.671  -1.670  -0.353  0.31

Atomic forces in eV per Å
0.55 -0.93 -0.14
-0.84 -1.21 0.04
-0.69 0.53 2.84
1.37 -2.39 1.77
1.37 -1.21 -0.05
0.55 2.09 0.98
0.37 3.51 -4.19
-0.72 -2.06 -1.10
-0.21 -0.34 -0.59
-0.10 -0.95 -0.19
-1.64 3.18 0.65
0.00 -0.20 -0.01

Results
spin multiplicity	1
ΔE to the lowest compared entry with this formula, charge and spin	417.7	kJ/mol
net charge	+1
max |F|	0.107	hartree/bohr
gap between HOMO and LUMO (alpha / beta)	7.878 / 7.871	eV



[4]
A structure of composition C3H6N3 at a distorted geometry, computed with ωB97M-V/def2-TZVPD.

Last column: Mulliken charge in e.
Atoms and positions in Å:
N  0.415  -0.010  -0.096  -0.19
N  2.607  0.279  0.695  0.19
H  0.143  0.451  0.733  0.24
H  -0.723  -1.184  -1.635  0.40
H  3.494  0.817  2.314  0.32
C  1.797  -0.044  -0.252  -0.04
H  -2.228  0.508  0.885  0.29
H  2.335  -0.610  -1.059  0.33
C  -2.284  -0.010  -0.035  -0.71
N  2.764  1.133  1.531  -0.47
C  -0.595  -0.542  -0.765  0.28
H  -3.198  -0.309  -0.413  0.36

Atomic forces in eV per Å
-1.57 -1.57 -2.18
0.42 -0.71 -1.24
-0.51 0.92 1.11
1.08 0.26 0.06
-1.73 0.74 -1.93
1.63 -1.86 -1.41
0.40 0.45 0.74
-1.43 0.57 0.53
5.71 -0.96 -1.39
1.37 0.59 3.59
-4.05 2.51 3.32
-1.32 -0.93 -1.22

Results
spin multiplicity	3
ΔE to the lowest compared entry with this formula, charge and spin	290.9	kJ/mol
⟨S²⟩	2.02
net charge	+1
max |F|	0.116	hartree/bohr
gap between HOMO and LUMO (alpha / beta)	7.187 / 7.655	eV



[5]
The ion C3H6N3O with charge +1 at a distorted geometry, computed with ωB97M-V/def2-TZVPD.

Last column: Mulliken charge in e.
Atoms and positions in Å:
C  -1.533  0.650  -0.054  -0.29
C  1.904  -0.513  0.053  0.12
O  2.680  0.408  -0.123  -0.48
H  2.048  -1.568  0.088  0.37
N  0.033  0.944  0.089  -0.20
H  -2.143  1.134  0.711  0.34
H  0.356  1.570  -0.673  0.39
N  0.588  -0.413  -0.005  0.04
C  -0.488  -1.307  -0.009  -0.13
N  -1.595  -0.776  -0.045  -0.22
H  -0.541  -2.415  0.215  0.39
H  0.510  1.388  0.859  0.37
H  -1.820  0.897  -1.105  0.31

Atomic forces in eV per Å
0.16 -1.58 -0.29
2.28 -0.23 -1.24
-0.64 -0.20 0.69
1.47 -1.12 0.29
-0.09 -0.43 -1.43
0.20 0.25 -0.09
-0.12 -0.80 -0.30
-3.74 1.93 0.26
10.41 -7.74 0.31
-11.33 7.65 -0.47
1.48 1.51 0.21
-0.42 0.17 1.34
0.34 0.61 0.72

Results
spin multiplicity	3
ΔE to the lowest compared entry with this formula, charge and spin	296.0	kJ/mol
⟨S²⟩	2.01
net charge	+1
max |F|	0.266	hartree/bohr
gap between HOMO and LUMO (alpha / beta)	6.664 / 7.126	eV



[6]
A cluster of 2 separate species, C3H6N3O2 in total at a distorted geometry, computed with ωB97M-V/def2-TZVPD.

Last column: Mulliken charge in e.
Atoms and positions in Å:
O  -0.394  2.321  0.610  -0.47
H  -0.776  1.839  1.353  0.44
H  2.523  -1.264  0.846  0.26
N  -3.352  0.576  -0.405  -0.11
C  -2.372  0.480  0.220  -0.13
C  0.862  -0.844  -0.227  0.06
O  1.552  2.341  -0.523  -0.40
N  1.688  -1.674  0.373  -0.39
C  0.590  0.379  0.116  0.02
N  0.586  1.609  0.050  0.54
H  -4.305  0.638  -0.649  0.26
H  1.288  3.285  -0.524  0.39
H  0.077  -1.104  -0.995  0.29
H  1.885  -2.611  0.099  0.25

Atomic forces in eV per Å
-0.03 2.70 0.24
-0.02 -0.55 0.02
-1.32 -0.39 -0.35
1.29 -0.16 1.03
-0.97 -0.07 -0.59
-1.43 -0.95 -1.30
0.39 0.82 -0.61
2.37 0.25 1.12
0.48 1.28 0.10
-0.48 -1.45 0.74
-0.78 0.06 -0.46
-0.24 -0.39 0.11
1.30 -0.63 0.50
-0.54 -0.51 -0.55

Results
spin multiplicity	1
ΔE to the lowest compared entry with this formula, charge and spin	583.7	kJ/mol
net charge	+1
max |F|	0.053	hartree/bohr
gap between HOMO and LUMO	10.099	eV



[7]
The ion C3H6N3OS2 with charge -1 at a distorted geometry, computed with ωB97M-V/def2-TZVPD.

Last column: Mulliken charge in e.
Atoms and positions in Å:
S  3.689  0.440  0.140  -0.52
C  1.163  -0.539  0.680  -1.01
H  -0.508  1.792  -0.349  0.23
N  -2.240  -0.017  -0.661  -0.77
N  -1.225  0.144  0.270  0.29
C  2.177  0.205  -0.447  0.37
O  1.745  0.336  -1.563  -0.58
H  -1.799  -0.263  -1.542  0.29
C  -0.107  -0.865  0.207  0.23
H  1.619  -1.441  1.012  0.48
H  -2.724  -0.803  -0.231  0.29
H  1.129  0.117  1.527  0.35
S  -0.370  -2.390  -0.362  -0.35
N  -0.829  1.444  0.563  -0.61
H  -1.719  1.839  0.757  0.30

Atomic forces in eV per Å
1.76 0.56 0.84
2.20 1.72 0.59
0.07 0.68 0.46
-0.55 0.19 0.67
3.87 -3.52 0.64
-1.43 -1.66 0.84
-0.98 0.51 -1.02
-0.32 -0.50 -0.23
-4.35 0.82 -0.66
0.76 -0.50 -0.06
-0.33 -0.13 -1.14
-0.01 0.69 0.34
-0.70 0.17 -0.36
0.63 -0.18 -1.19
-0.63 1.15 0.28

Results
SMILES string	NN(N)C(=S)CC([O-])=S
spin multiplicity	1
ΔE to the lowest compared entry with this formula, charge and spin	0.0	kJ/mol
net charge	-1
max |F|	0.102	hartree/bohr
gap between HOMO and LUMO	7.009	eV



[8]
A cluster of 2 separate species, C3H6N3P in total at a distorted geometry, computed with ωB97M-V/def2-TZVPD.

Last column: Mulliken charge in e.
Atoms and positions in Å:
H  -1.571  1.553  1.561  0.34
N  -0.867  0.367  -1.431  -0.30
H  2.591  0.443  0.492  0.22
H  -1.548  -0.857  2.244  0.41
C  -1.354  -0.577  1.239  -0.48
C  -0.994  1.229  -0.423  -0.19
N  -1.078  -0.913  -1.348  -0.23
H  -0.720  2.265  -0.559  0.37
N  1.880  -0.255  0.759  -0.71
P  -1.149  -1.849  -0.066  0.15
H  1.031  0.097  0.252  0.29
H  1.749  -0.220  1.782  0.24
C  -1.313  0.790  0.888  -0.12

Atomic forces in eV per Å
-0.12 0.75 1.23
0.01 2.30 -0.78
-0.22 -0.60 0.46
-0.13 -0.16 0.83
0.39 0.72 -2.37
0.20 -2.32 0.93
0.47 -0.28 -0.77
-0.22 0.03 -0.54
-0.40 0.97 -0.68
-0.67 1.13 2.39
1.05 -0.62 1.12
-0.11 0.23 -0.91
-0.24 -2.15 -0.91

Results
SMILES string	c1cnnpc1.N
spin multiplicity	1
ΔE to the lowest compared entry with this formula, charge and spin	230.2	kJ/mol
max |F|	0.053	hartree/bohr
gap between HOMO and LUMO	8.311	eV



- Number 2 is which compound?
  C3H6N3



- max |F| of number 3 (C3H6N3)?
  0.107 hartree/bohr



- What is the formula in the first record?
  C3H6N2S4



- The highest ΔE to the lowest compared entry with this formula, charge and spin belongs to which entry?
  C3H6N3O2